# 1
C27H44BrNOP2RuS as an isolated structure, computed with ωB97M-V/def2-TZVPD.

Net charge: +4
HOMO (alpha / beta) in eV: -19.0 / -19.9
Orbital gap (alpha / beta) in eV: 5.3 / 5.6
2S+1: 5

Element x y z (Å)
1 C -6.449 -0.606 -2.268
2 C -5.156 -0.063 -2.007
3 C -4.830 1.155 -2.676
4 C -5.781 1.801 -3.466
5 N -6.981 1.265 -3.663
6 C -7.329 0.106 -3.102
7 C -4.151 -0.614 -1.145
8 C -2.909 -0.640 -0.821
9 C -1.518 -0.769 -1.251
10 C -0.660 0.179 -0.572
11 C 0.748 -0.104 -0.721
12 C 1.213 -1.207 -1.427
13 C 0.339 -1.885 -2.325
14 C -0.993 -1.517 -2.362
15 Ru -1.771 -0.900 0.737
16 P -0.082 -0.527 2.494
17 H -3.847 1.598 -2.555
18 H -6.774 -1.558 -1.855
19 H -5.554 2.759 -3.947
20 H -8.338 -0.267 -3.331
21 H -1.734 -1.715 -3.134
22 H -1.034 1.188 -0.350
23 H 0.732 -2.678 -2.954
24 H 1.419 0.546 -0.183
25 C 1.440 -1.573 2.796
26 C 2.640 -1.031 3.570
27 H 1.752 -1.905 1.794
28 H 1.033 -2.450 3.323
29 H 3.327 -1.862 3.751
30 H 3.199 -0.287 3.001
31 H 2.389 -0.599 4.541
32 C 0.457 1.198 2.837
33 C -0.794 2.085 2.931
34 H 1.139 1.550 2.041
35 H 1.018 1.183 3.784
36 H -0.627 3.043 2.415
37 H -1.678 1.602 2.469
38 H -1.047 2.317 3.981
39 C -1.028 -0.950 4.025
40 C -0.416 -0.567 5.383
41 H -1.159 -2.042 3.979
42 H -2.028 -0.503 3.904
43 H -1.181 -0.739 6.155
44 H 0.451 -1.194 5.639
45 H -0.120 0.490 5.448
46 Br 2.911 -1.911 -1.055
47 P 3.347 2.462 -1.936
48 C 3.089 2.163 -0.150
49 C 4.242 2.618 0.734
50 H 2.975 1.077 0.013
51 H 2.162 2.715 0.086
52 H 3.875 2.683 1.762
53 H 5.050 1.879 0.714
54 H 4.636 3.594 0.436
55 C 4.112 0.908 -2.510
56 C 4.945 0.950 -3.791
57 H 3.264 0.223 -2.635
58 H 4.713 0.533 -1.672
59 H 5.425 -0.030 -3.923
60 H 4.326 1.140 -4.676
61 H 5.734 1.710 -3.737
62 C 1.758 2.353 -2.847
63 C 1.668 3.604 -3.720
64 H 0.938 2.279 -2.126
65 H 1.775 1.441 -3.456
66 H 0.764 3.603 -4.331
67 H 1.661 4.510 -3.106
68 H 2.527 3.669 -4.396
69 C -2.386 -3.763 2.069
70 S -1.749 -3.136 0.543
71 C -0.033 -3.678 0.592
72 O -2.377 -3.846 -0.595
73 H -1.569 -4.041 2.741
74 H -2.968 -4.642 1.794
75 H -3.020 -3.003 2.534
76 H -0.022 -4.642 0.069
77 H 0.599 -2.956 0.063
78 H 0.300 -3.779 1.632

Cartesian forces (eV/Å) of the 3 atoms listed first:
C 0.83 0.75 -0.09
C -0.99 0.55 -0.79
C -0.69 -0.63 0.39

***

# 2
One molecule with the formula C10H16N4O4, computed with ωB97M-V/def2-TZVPD.

Structure (SMILES): C[C@@H](O)[C@H](NC(=O)[C@@H](N)Cc1c[nH]cn1)C(=O)O
HOMO in eV: -9.0
Orbital gap in eV: 9.6

Element x y z (Å)
1 C -3.584 1.062 -0.011
2 C -3.024 -0.406 -0.170
3 O -2.641 -0.668 -1.493
4 C -1.792 -0.748 0.711
5 N -0.643 -0.031 0.104
6 C -0.267 1.189 0.438
7 O -0.871 1.883 1.297
8 C 1.076 1.638 -0.192
9 N 1.129 3.088 -0.330
10 C 2.466 1.302 0.479
11 C 2.707 -0.055 0.175
12 C 3.865 -0.860 0.382
13 N 3.570 -2.156 -0.096
14 C 2.322 -2.191 -0.555
15 N 1.750 -0.937 -0.508
16 C -1.572 -2.167 0.720
17 O -1.444 -2.738 1.702
18 O -1.366 -2.636 -0.478
19 H -2.707 1.698 0.098
20 H -4.288 1.162 -0.861
21 H -4.176 1.014 0.961
22 H -3.973 -1.021 -0.023
23 H -2.362 0.143 -1.823
24 H -1.924 -0.310 1.672
25 H 0.257 -0.697 -0.184
26 H 1.138 1.247 -1.127
27 H 1.019 3.483 -1.285
28 H 0.324 3.547 0.223
29 H 2.600 1.677 1.505
30 H 3.183 1.975 -0.059
31 H 4.870 -0.669 0.594
32 H 4.202 -2.846 0.209
33 H 1.840 -3.075 -0.919
34 H -1.685 -1.897 -1.152

Cartesian forces (eV/Å) of the 3 atoms listed first:
C 0.00 -2.42 0.97
C -2.41 0.47 1.06
O -1.01 -1.87 -0.46

***

# 3
C11H14BN7STc as an isolated structure, computed with ωB97M-V/def2-TZVPD.

Net charge: +2
HOMO (alpha / beta) in eV: -15.9 / -15.9
Orbital gap (alpha / beta) in eV: 6.7 / 5.8
2S+1: 4

Element x y z (Å)
1 H -0.412 2.607 2.302
2 N 0.090 1.494 0.564
3 B 0.759 0.713 -1.756
4 N 0.600 1.824 -0.683
5 C 0.812 3.148 -0.716
6 Tc -0.458 -0.470 1.069
7 H 1.212 3.599 -1.611
8 C 0.436 3.694 0.505
9 H 0.481 4.724 0.797
10 C -0.024 2.633 1.294
11 H 1.209 1.139 -2.782
12 C -1.770 -2.253 2.177
13 H -1.953 -2.227 3.251
14 H -0.742 -2.606 2.007
15 H -2.442 -2.959 1.686
16 N -0.663 0.117 -1.943
17 N 1.655 -0.385 -1.128
18 N -1.371 -0.353 -0.834
19 N 1.313 -0.943 0.107
20 C -1.451 0.034 -3.025
21 C 2.773 -0.980 -1.564
22 H -1.071 0.363 -3.980
23 H 3.186 -0.690 -2.518
24 C -2.676 -0.502 -2.651
25 C 3.179 -1.929 -0.633
26 C -2.604 -0.734 -1.272
27 C 2.245 -1.894 0.406
28 H -3.515 -0.702 -3.290
29 H 4.037 -2.571 -0.696
30 H -3.335 -1.125 -0.580
31 H 2.167 -2.462 1.320
32 H -2.037 -1.182 1.738
33 S 0.363 0.623 5.543
34 C 0.098 0.267 4.032
35 N -0.093 -0.014 2.865

Cartesian forces (eV/Å) of the 3 atoms listed first:
H 0.08 0.11 -0.13
N -0.02 -0.49 -0.50
B -0.27 0.10 0.14

***

Repeat the second record exactly.
One molecule with the formula C10H16N4O4, computed with ωB97M-V/def2-TZVPD.

Structure (SMILES): C[C@@H](O)[C@H](NC(=O)[C@@H](N)Cc1c[nH]cn1)C(=O)O
HOMO in eV: -9.0
Orbital gap in eV: 9.6

Element x y z (Å)
1 C -3.584 1.062 -0.011
2 C -3.024 -0.406 -0.170
3 O -2.641 -0.668 -1.493
4 C -1.792 -0.748 0.711
5 N -0.643 -0.031 0.104
6 C -0.267 1.189 0.438
7 O -0.871 1.883 1.297
8 C 1.076 1.638 -0.192
9 N 1.129 3.088 -0.330
10 C 2.466 1.302 0.479
11 C 2.707 -0.055 0.175
12 C 3.865 -0.860 0.382
13 N 3.570 -2.156 -0.096
14 C 2.322 -2.191 -0.555
15 N 1.750 -0.937 -0.508
16 C -1.572 -2.167 0.720
17 O -1.444 -2.738 1.702
18 O -1.366 -2.636 -0.478
19 H -2.707 1.698 0.098
20 H -4.288 1.162 -0.861
21 H -4.176 1.014 0.961
22 H -3.973 -1.021 -0.023
23 H -2.362 0.143 -1.823
24 H -1.924 -0.310 1.672
25 H 0.257 -0.697 -0.184
26 H 1.138 1.247 -1.127
27 H 1.019 3.483 -1.285
28 H 0.324 3.547 0.223
29 H 2.600 1.677 1.505
30 H 3.183 1.975 -0.059
31 H 4.870 -0.669 0.594
32 H 4.202 -2.846 0.209
33 H 1.840 -3.075 -0.919
34 H -1.685 -1.897 -1.152

Cartesian forces (eV/Å) of the 3 atoms listed first:
C 0.00 -2.42 0.97
C -2.41 0.47 1.06
O -1.01 -1.87 -0.46